## one
{
  "formula": "C18H16N2O3",
  "method": "ωB97M-V/def2-TZVPD",
  "smiles": "CCc1ccccc1NC(=O)c1cc(-c2cccc(O)c2)on1",
  "gap_ev": 8.5,
  "charge": 0,
  "species": ["C", "H", "H", "H", "C", "C", "C", "C", "C", "C", "C", "N", "C", "O", "C", "N", "O", "C", "C", "H", "C", "C", "C", "C", "C", "C", "H", "H", "H", "O", "H", "H", "H", "H", "H", "H", "H", "H", "H"],
  "positions_angstrom": [[0.9824, 4.9696, -1.8066], [0.2893, 5.4721, -1.1351], [0.6826, 5.1894, -2.8284], [1.9759, 5.3760, -1.6328], [0.9494, 3.4693, -1.5369], [1.8672, 2.6346, -2.3991], [2.6834, 3.1954, -3.3684], [3.5204, 2.4171, -4.1516], [3.5527, 1.0476, -3.9725], [2.7497, 0.4592, -3.0134], [1.9086, 1.2392, -2.2269], [1.0881, 0.6597, -1.2533], [0.9473, -0.6434, -0.9028], [1.5281, -1.5985, -1.3770], [-0.0507, -0.8001, 0.1880], [-0.6892, 0.2221, 0.7160], [-1.5112, -0.2626, 1.6649], [-1.3878, -1.6025, 1.7342], [-0.4583, -2.0040, 0.8030], [-0.1023, -2.9832, 0.5687], [-2.1871, -2.3363, 2.6954], [-2.0671, -3.7221, 2.7910], [-2.8316, -4.4249, 3.7104], [-3.7210, -3.7426, 4.5390], [-3.8370, -2.3697, 4.4409], [-3.0786, -1.6607, 3.5273], [-3.1676, -0.5890, 3.4494], [-4.5270, -1.8464, 5.0850], [-4.3054, -4.3085, 5.2464], [-2.7467, -5.7725, 3.8373], [-2.1013, -6.1268, 3.2134], [-1.3773, -4.2507, 2.1486], [0.5033, 1.2929, -0.7232], [2.7674, -0.6073, -2.8666], [4.2010, 0.4315, -4.5769], [4.1439, 2.8858, -4.8983], [2.6748, 4.2619, -3.5248], [-0.0798, 3.1212, -1.6792], [1.2114, 3.3073, -0.4853]],
  "nbo_charge": [-0.601, 0.216, 0.208, 0.208, -0.433, -0.057, -0.203, -0.225, -0.199, -0.261, 0.220, -0.617, 0.654, -0.588, 0.040, -0.128, -0.254, 0.298, -0.312, 0.248, -0.013, -0.291, 0.320, -0.260, -0.181, -0.227, 0.227, 0.220, 0.228, -0.659, 0.482, 0.209, 0.426, 0.253, 0.214, 0.211, 0.211, 0.210, 0.211]
}



## two
{
  "formula": "C18H16N2O3",
  "method": "ωB97M-V/def2-TZVPD",
  "gap_ev": 8.9,
  "charge": 0,
  "species": ["O", "C", "N", "H", "C", "C", "C", "C", "C", "C", "C", "H", "O", "C", "O", "H", "H", "H", "H", "H", "H", "C", "C", "C", "N", "C", "C", "C", "C", "C", "C", "H", "H", "H", "H", "H", "H", "H", "H"],
  "positions_angstrom": [[1.7702, 0.0188, -2.5721], [0.8402, -0.4002, -1.8926], [0.5593, -0.0263, -0.5413], [-0.1054, -0.5393, -0.1342], [1.3080, 0.9781, -0.2360], [0.5803, 2.1274, 0.0530], [0.3472, 2.8125, -1.0789], [-0.8285, 3.9145, -1.0332], [-1.2671, 4.2669, 0.2148], [-0.8275, 3.6875, 1.3589], [-0.0610, 2.4550, 1.5384], [0.1541, 1.8863, 2.2887], [-1.4581, 4.2670, 2.2733], [-2.1782, 5.3283, 2.0705], [-2.1185, 5.3504, 0.4977], [-1.6573, 6.2105, 2.4459], [-3.1248, 5.2699, 2.1102], [-0.8886, 4.4824, -1.8962], [0.3935, 2.5927, -1.9094], [1.8267, 0.6091, 1.0624], [2.1499, 1.0977, -0.7198], [0.0818, -1.7957, -2.2180], [-0.3847, -2.6645, -1.1493], [-1.4836, -3.0506, -0.7213], [-1.8106, -3.9863, 0.2158], [-0.2412, -4.0915, 0.4434], [0.4822, -4.9596, 1.1819], [1.6768, -5.0397, 1.4901], [2.6722, -4.3158, 0.4908], [2.0163, -3.3784, -0.4373], [0.4568, -3.3945, -0.4033], [2.4393, -2.8709, -1.2003], [3.6129, -4.2951, 0.5757], [2.3318, -5.6817, 1.9392], [-0.1407, -5.6247, 1.9646], [-2.3634, -4.3462, 0.8494], [-2.7481, -2.6774, -1.2581], [0.7003, -2.1625, -3.0385], [-0.9488, -1.2588, -2.7237]],
  "nbo_charge": [-0.614, 0.698, -0.632, 0.412, -0.132, -0.002, -0.187, -0.207, 0.167, 0.353, -0.282, 0.203, -0.481, 0.277, -0.520, 0.162, 0.163, 0.211, 0.156, 0.058, 0.240, -0.491, -0.269, 0.179, -0.561, 0.085, -0.194, -0.233, -0.144, -0.201, -0.042, 0.203, 0.172, 0.223, 0.190, 0.426, 0.132, 0.255, 0.231]
}



Energy ordering: one at the bottom, the next structure 1616.9 kJ/mol above.



## one
{
  "formula": "C5H8OS",
  "method": "ωB97M-V/def2-TZVPD",
  "gap_ev": 8.1,
  "charge": 0,
  "species": ["C", "C", "C", "C", "C", "H", "H", "H", "H", "H", "H", "H", "H", "O", "S"],
  "positions_angstrom": [[-2.6428, -0.0139, 0.2689], [-1.2372, 0.6113, -0.2524], [-0.1998, -0.0596, -0.4407], [1.1156, 0.6103, -0.2156], [2.1697, -0.1430, -0.3269], [-2.5680, -0.1767, 1.6441], [-2.9128, -1.0654, -0.5826], [-3.8057, 0.6588, 0.0380], [-1.0623, 1.7472, -0.2655], [-0.3834, -1.2758, -0.2244], [2.2096, -0.5460, -1.4127], [3.0844, 0.4274, 0.0455], [2.5465, -1.3483, 1.2329], [2.2791, -1.5289, 0.3168], [1.4072, 2.1026, 0.1745]],
  "nbo_charge": [-0.709, -0.110, -0.311, -0.179, -0.157, 0.260, 0.241, 0.241, 0.223, 0.236, 0.232, 0.209, 0.462, -0.723, 0.086]
}



## two
{
  "formula": "C5H8OS",
  "method": "ωB97M-V/def2-TZVPD",
  "gap_ev": 8.1,
  "charge": 0,
  "species": ["C", "C", "C", "C", "C", "H", "H", "H", "H", "H", "H", "H", "H", "O", "S"],
  "positions_angstrom": [[-2.9545, 0.1135, -0.5637], [-0.6199, -0.4591, 0.0729], [0.4881, -0.8679, 0.7618], [1.8406, -0.1786, 0.7174], [2.5187, 0.9439, -0.1305], [-4.1423, 0.1950, 0.7125], [-3.3646, -0.5603, -1.7271], [-2.0153, 1.2901, -0.4179], [-0.8906, 0.6531, -0.4329], [0.4092, -1.8455, 1.0451], [2.2087, -0.2717, 1.8016], [2.0321, 1.3941, -1.0717], [3.3439, 1.5833, 0.1730], [-1.8442, -1.0627, -0.2451], [2.9900, -0.9274, -0.6955]],
  "nbo_charge": [-0.325, 0.228, -0.342, -0.271, -0.420, 0.204, 0.272, 0.226, 0.107, 0.227, 0.237, 0.235, 0.235, -0.583, -0.031]
}



Energy ordering: one at the bottom, the next structure 329.1 kJ/mol above.